No. 1
# C3H6CuO4

A molecular structure, C3H6CuO4 (the ωB97M-V functional and the def2-TZVPD basis, the Open Molecules 2025 dataset).

The expectation value of S² is 0.751. The calculation puts the energy above the lowest of the compared OMol25 structures with the same formula, charge and spin at 101.7 kJ/mol. Its HOMO energy (spin up / spin down) is -5.80 / -8.65 eV.

The geometry in ORCA input format:
```
! wB97M-V def2-TZVPD RIJCOSX def2/J DEFGRID3
* xyz 0 2
O -0.54638 -0.60611 0.97989
C -0.56600 0.38449 0.07691
C 0.71237 -1.28446 0.91458
O -0.77918 1.61836 0.48438
O 0.51628 0.31773 -0.73987
C 1.24227 -0.88681 -0.46070
Cu 0.86942 3.15985 -0.08893
H 0.53043 -2.35857 1.01912
H 1.35473 -0.92503 1.72826
H 1.01617 -1.62753 -1.23689
H 2.30917 -0.64338 -0.46090
O -2.36159 0.44310 -0.65305
H -2.08608 1.62866 -0.01994
H -2.21161 0.77970 -1.54285
*
```

Mulliken population analysis, charges in e, atoms 1 to 5: O -0.335; C 0.677; C -0.272; O -0.571; O -0.274

No. 2
# C3H6F2N2

A single C3H6F2N2 molecule (the ωB97M-V functional and the def2-TZVPD basis, the Open Molecules 2025 dataset).

The expectation value of S² is 2.007. The calculation puts the energy above the lowest of the compared OMol25 structures with the same formula, charge and spin at 109.7 kJ/mol. Its HOMO energy (spin up / spin down) is -5.87 / -10.53 eV.

The geometry in ORCA input format:
```
! wB97M-V def2-TZVPD RIJCOSX def2/J DEFGRID3
* xyz 0 3
C 0.76315 -0.64302 -0.35718
C 0.89598 0.45389 0.70603
C -1.51832 -0.15568 -0.44296
N -0.56570 -1.11242 -0.37865
N -0.09428 1.50872 0.67417
F -2.54532 -0.35646 0.30916
F 0.06476 2.13421 -0.58644
H 1.13616 -0.18231 -1.25868
H 1.40084 -1.46913 -0.17218
H 0.82481 -0.11462 1.69039
H 1.89960 0.85971 0.57037
H -1.60960 0.63144 -1.30778
H -0.65207 -1.55434 0.55376
*
```

Mulliken population analysis, charges in e, atoms 1 to 5: C -0.728; C -0.326; C -0.004; N -0.362; N -0.181

No. 3
# C3H6F2OS

2 unconnected molecules or ions with the total composition C3H6F2OS (the ωB97M-V functional and the def2-TZVPD basis, the Open Molecules 2025 dataset).

The calculation puts the energy above the lowest of the compared OMol25 structures with the same formula, charge and spin at 329.5 kJ/mol. Its HOMO energy (spin up / spin down) is -8.92 / -8.45 eV.

The geometry in ORCA input format:
```
! wB97M-V def2-TZVPD RIJCOSX def2/J DEFGRID3
* xyz 0 1
C 0.49623 1.06974 -0.62627
C 1.42112 0.35468 0.32141
C -1.81650 -0.03476 -0.08268
O -1.49710 -1.26058 0.41856
F -2.61493 -0.03567 -1.16561
F -2.46468 0.74178 0.78903
S 1.64630 -1.36661 -0.40028
H 0.74898 0.97678 -1.73466
H -0.16886 1.81582 -0.18707
H 0.97961 0.18628 1.22882
H 2.48533 0.62728 0.11510
H -2.06793 -1.45718 1.19162
H 2.85244 -1.61756 0.13202
*
```

Mulliken population analysis, charges in e, atoms 1 to 5: C -0.844; C -0.393; C 0.502; O -0.357; F -0.257

No. 4
# C3H6F2S

A single C3H6F2S molecule (the ωB97M-V functional and the def2-TZVPD basis, the Open Molecules 2025 dataset).

The calculation puts the energy above the lowest of the compared OMol25 structures with the same formula, charge and spin at 328.1 kJ/mol. Its HOMO energy is -9.94 eV.

The geometry in ORCA input format:
```
! wB97M-V def2-TZVPD RIJCOSX def2/J DEFGRID3
* xyz 0 1
C -0.47969 0.10723 -1.32229
C 0.98469 -1.04226 0.36008
C -0.01597 -0.02362 0.09497
F -2.00786 2.48613 0.88933
F 0.38666 0.45611 2.62492
S -0.70522 1.07799 1.25070
H 0.27445 -0.26583 -2.01715
H -1.48626 -0.25176 -1.56669
H -0.68313 1.21261 -1.36383
H 1.08296 -1.29046 1.37077
H 0.74492 -1.82615 -0.31230
H 1.90445 -0.63999 -0.00850
*
```

Mulliken population analysis, charges in e, atoms 1 to 5: C -1.155; C -1.187; C 0.601; F -0.546; F -0.453

No. 5
# C3H6F3N4NiO3S6

A molecular structure, C3H6F3N4NiO3S6 (the ωB97M-V functional and the def2-TZVPD basis, the Open Molecules 2025 dataset).

The expectation value of S² is 2.022. The calculation puts the energy above the lowest of the compared OMol25 structures with the same formula, charge and spin at 259.5 kJ/mol. Its HOMO energy (spin up / spin down) is -3.28 / -3.50 eV.

The geometry in ORCA input format:
```
! wB97M-V def2-TZVPD RIJCOSX def2/J DEFGRID3
* xyz -1 3
Ni 0.35132 -0.84858 0.64749
N 0.69814 0.90168 -0.89941
N 0.16792 1.44860 -2.07252
C -0.32780 0.71770 -3.09009
N -0.62745 1.43148 -4.21998
S -0.54146 -0.91321 -3.08456
H 0.48392 1.52285 -0.10685
H 1.71647 0.78504 -0.98090
H 0.34917 2.43551 -2.25404
H -0.75728 2.42836 -4.16093
H -1.19542 0.93981 -4.89016
S 2.61396 -1.55650 -0.36793
S 2.21236 -3.28242 -1.20272
S 0.99229 -4.37935 0.26664
S 0.73730 -3.15856 1.78913
F 0.78732 1.70318 4.66711
C -0.32409 1.31018 4.02012
F -1.21839 2.30795 4.16116
F -0.81431 0.25681 4.69173
S -0.02769 0.88364 2.19421
O 0.01826 2.18963 1.56479
O -1.19871 0.09064 1.89588
O 1.23953 0.19265 2.22066
N -1.86339 -2.46934 -0.34513
C -0.94613 -1.74602 -0.27652
H -2.52584 -3.19173 -0.16719
*
```

Mulliken population analysis, charges in e, atoms 1 to 5: Ni 0.295; N -0.152; N -0.392; C 0.397; N -0.464

No. 6
# C3H6F3O4SSi

A gas-phase ion, C3H6F3O4SSi (charge -1) (the ωB97M-V functional and the def2-TZVPD basis, the Open Molecules 2025 dataset).

The calculation puts the energy above the lowest of the compared OMol25 structures with the same formula, charge and spin at 21.6 kJ/mol. Its HOMO energy is -6.12 eV.

The geometry in ORCA input format:
```
! wB97M-V def2-TZVPD RIJCOSX def2/J DEFGRID3
* xyz -1 1
C -1.74210 -0.67321 0.30110
C 0.86921 0.37935 -1.64257
C -0.55769 2.03170 0.62323
O 1.68961 -2.37458 1.94314
O 0.82100 -0.20386 1.21093
O 2.59285 -1.31743 -0.10409
O 0.32565 -2.16233 -0.18882
F -2.72373 0.15610 0.68251
F 0.16744 0.16088 -2.76804
F -1.75894 2.54002 0.13592
Si -0.13222 0.27805 0.01800
S 1.42901 -1.64977 0.65285
H -1.57366 -1.43139 1.10638
H -2.02787 -1.16779 -0.63141
H 1.48133 -0.53287 -1.60230
H 1.54240 1.30776 -1.72331
H 0.19233 2.69635 0.24299
H -0.59462 1.96301 1.74352
*
```

Mulliken population analysis, charges in e, atoms 1 to 5: C -0.339; C -0.089; C -0.329; O -0.688; O -0.340

No. 7
# C3H6F3OP

A single C3H6F3OP molecule (the ωB97M-V functional and the def2-TZVPD basis, the Open Molecules 2025 dataset).

The calculation puts the energy above the lowest of the compared OMol25 structures with the same formula, charge and spin at 182.7 kJ/mol. Its HOMO energy is -9.55 eV.

The geometry in ORCA input format:
```
! wB97M-V def2-TZVPD RIJCOSX def2/J DEFGRID3
* xyz 0 1
O 0.57504 -1.43997 1.58037
C -0.79587 -1.31884 0.98255
C -1.01066 0.27477 0.66467
P -0.64046 0.56190 -1.19244
C 1.10643 1.40091 -1.21679
F 2.11861 0.64958 -0.39945
F 1.49217 1.47043 -2.67559
F 0.93911 2.78261 -0.64154
H 1.20920 -1.54168 0.80934
H -1.53232 -1.77584 1.76864
H -0.74581 -1.96695 -0.01874
H -2.06800 0.69964 0.93097
H -0.22411 0.89834 1.31016
H -0.42332 -0.69490 -1.90215
*
```

Mulliken population analysis, charges in e, atoms 1 to 5: O -0.519; C -0.374; C -0.443; P -0.102; C 0.616

No. 8
# C3H6FN

2 unconnected molecules or ions with the total composition C3H6FN (the ωB97M-V functional and the def2-TZVPD basis, the Open Molecules 2025 dataset).

The calculation puts the energy above the lowest of the compared OMol25 structures with the same formula, charge and spin at 581.0 kJ/mol. Its HOMO energy is -9.70 eV.

The geometry in ORCA input format:
```
! wB97M-V def2-TZVPD RIJCOSX def2/J DEFGRID3
* xyz 0 1
C 0.26061 -1.61388 -0.47665
C 0.95019 -0.62663 -0.04436
C 1.41010 0.68729 -0.15103
H -0.78583 -1.76109 -0.53919
H 1.80605 1.08583 0.85622
H 0.58423 1.24808 -0.67700
H 2.08390 0.62705 -0.92048
N -1.86292 0.18078 0.42758
F -1.74237 -0.28337 1.75631
H -1.09528 0.74672 0.25749
H -1.60868 -0.29077 -0.48890
*
```

Mulliken population analysis, charges in e, atoms 1 to 5: C -0.550; C 0.143; C -0.787; H 0.336; H 0.226